No. 1
ORCA calculation (ωB97M-V/def2-TZVPD) on an isolated ion of composition C5H8NS2 and charge +1 in a non-equilibrium geometry.

XYZ file:
```
16
Properties=species:S:1:pos:R:3:forces:R:3:lowdin_charge:R:1
C -0.00718 1.18998 1.50394 0.8 2.4 0.2 0.153
C -1.35390 -0.42116 0.45367 3.3 2.6 -2.8 -0.374
C 0.50674 -0.24084 -1.63676 0.3 1.5 -0.6 -0.690
C -1.60087 -0.28345 2.73039 -1.1 -1.9 2.4 -0.030
C 2.60753 -0.08025 -3.14746 -1.4 2.3 -4.6 -0.303
N -0.89686 0.22993 1.52098 -0.9 -1.1 2.6 -0.281
S -1.14094 -0.12776 -1.18193 -0.1 -0.7 0.0 0.995
S 0.96088 0.71039 -2.93102 0.2 -1.7 1.4 0.911
H -0.09635 1.84945 2.45938 0.3 -1.5 -1.2 0.081
H -2.19802 -0.90777 0.56414 -4.1 -2.4 0.9 0.026
H -1.65160 0.37037 3.61351 0.1 0.8 -1.0 0.092
H -2.71019 -0.57103 2.47890 2.3 0.3 0.5 0.134
H -0.99236 -1.13725 3.26351 -1.3 1.0 -1.8 0.143
H 2.68387 -0.96982 -2.66992 -0.2 -2.7 1.5 -0.003
H 3.24449 0.62883 -2.68516 1.2 0.6 -0.3 0.031
H 2.64475 -0.23962 -4.33617 0.6 0.6 2.8 0.115
```
Positions in Å, forces in eV/Å.

Properties
E   -28460.5079 eV
HOMO (alpha / beta)   -12.922 / -12.726 eV
ΔE to the lowest compared entry with this formula, charge and spin   699.8 kJ/mol
Kohn-Sham gap (alpha / beta)   6.33 / 6.47 eV
Charge   +1


No. 2
ORCA calculation (ωB97M-V/def2-TZVPD) on C24H44BF4IrN3O6P2 as an isolated structure in a non-equilibrium geometry.

XYZ file:
```
85
Properties=species:S:1:pos:R:3:forces:R:3:lowdin_charge:R:1
Ir 0.87614 -1.52281 -0.57997 2.0 1.5 -0.5 1.378
C 1.21824 0.10499 -3.30217 -0.2 0.6 0.0 -0.066
N 1.59844 -1.22571 -2.83857 -0.7 -0.3 1.9 -0.318
C 1.05884 -2.24081 -3.73887 -0.4 -0.7 -0.2 -0.070
C 3.05154 -1.39531 -2.71677 0.8 -0.1 0.6 -0.171
C 3.65274 -0.70211 -1.49147 -0.2 0.3 -0.6 -0.200
N 3.00584 -1.15561 -0.28367 -2.7 -1.6 -1.9 -0.066
C 3.52154 -0.93781 0.92903 0.1 0.2 2.1 -0.185
C 2.72914 -1.20561 2.07933 0.6 0.3 -0.3 -0.144
F 1.45524 -1.65311 1.89913 -0.5 0.0 -0.2 0.015
C 3.15924 -0.99831 3.37153 0.2 0.0 0.1 -0.220
F 2.31454 -1.23981 4.38273 0.0 0.0 -0.2 0.105
C 4.43464 -0.53161 3.64283 -0.1 -0.1 -0.4 0.081
C 5.24644 -0.26261 2.55283 -0.3 -0.1 0.2 -0.215
F 6.47744 0.20719 2.76123 -0.1 0.0 -0.1 0.117
C 4.81984 -0.44441 1.24783 -0.4 -0.1 -0.3 -0.139
F 5.68374 -0.12181 0.26523 0.0 0.0 0.1 0.085
H 1.53944 0.26839 -4.33817 0.0 -0.1 0.1 0.113
H 1.65504 0.86899 -2.66687 0.1 0.0 0.1 0.075
H 0.13604 0.21209 -3.24607 0.0 0.0 0.0 0.087
H 1.54384 -2.19141 -4.72177 0.0 0.1 0.1 0.112
H -0.01056 -2.08911 -3.86797 0.0 0.0 0.0 0.096
H 1.21654 -3.23281 -3.31717 0.0 0.1 0.0 0.083
H 3.55654 -1.03111 -3.62157 -0.2 0.0 0.0 0.144
H 3.24784 -2.46581 -2.61747 -0.1 0.1 -0.1 0.135
H 3.54194 0.38869 -1.56667 0.1 0.0 -0.2 0.119
H 4.72444 -0.91981 -1.49547 -0.2 0.0 0.1 0.131
H 4.77864 -0.39271 4.65283 0.0 0.1 0.1 0.141
C -3.32916 -0.09241 -2.79997 0.0 0.0 0.4 -0.023
C -3.98886 -0.20181 -1.43497 -0.6 -0.4 -0.7 -0.430
C -5.41786 0.31079 -1.43127 0.4 -0.1 0.2 -0.021
O -3.23276 0.58639 -0.47857 0.7 0.0 0.6 -0.186
P -2.27906 -0.21711 0.48043 -1.4 0.2 0.7 0.491
O -1.39876 -1.18391 -0.21687 1.5 -0.7 -0.4 -0.343
C -1.43126 1.08139 1.43503 0.3 -0.5 -1.1 -0.167
P -0.10146 1.81019 0.42103 -0.4 1.6 0.8 0.500
O 0.81804 0.81219 -0.16107 0.6 -1.9 -0.5 -0.326
O -0.68926 2.65479 -0.77697 0.3 -0.9 0.6 -0.161
C -1.46476 3.87359 -0.82007 -0.5 0.8 -0.2 -0.405
C -1.44106 4.66909 0.47503 0.2 -0.1 -0.2 -0.032
C -2.89096 3.55719 -1.24907 0.4 -0.1 0.0 -0.032
O 0.55894 2.77309 1.50093 -0.9 -1.0 -0.7 -0.181
C 1.82944 3.44629 1.40533 1.0 0.5 0.1 -0.411
C 2.91374 2.58239 2.03253 -0.4 0.1 0.0 -0.024
C 2.19464 3.81489 -0.02357 -0.3 0.0 0.2 -0.033
O -3.28986 -0.93641 1.46563 0.3 0.7 -0.7 -0.161
C -2.84486 -1.94641 2.39923 0.0 -0.7 0.7 -0.446
C -3.40326 -1.59391 3.76753 0.2 0.1 -0.4 -0.029
C -3.31086 -3.31701 1.93893 0.2 0.4 -0.1 -0.023
H -3.88976 -0.67651 -3.52537 0.0 0.0 -0.1 0.097
H -2.31096 -0.47041 -2.74437 0.1 -0.1 -0.1 0.061
H -3.30966 0.94599 -3.12197 0.0 0.1 -0.1 0.076
H -3.96786 -1.24561 -1.10077 -0.1 0.1 0.0 0.137
H -5.45446 1.32729 -1.81387 0.0 0.1 -0.1 0.086
H -5.81276 0.30389 -0.41867 -0.1 0.0 0.0 0.089
H -6.03046 -0.32721 -2.06177 -0.1 0.0 0.0 0.094
H -0.95366 0.61479 2.29643 0.1 -0.1 0.1 0.093
H -2.15396 1.81419 1.77913 -0.1 0.1 0.0 0.089
H -0.97736 4.45419 -1.61537 -0.1 -0.1 0.2 0.150
H -1.84146 4.08039 1.29753 -0.1 0.1 0.1 0.080
H -2.05476 5.55729 0.34753 -0.1 0.0 0.0 0.100
H -0.43436 4.98569 0.73263 0.0 0.1 0.1 0.070
H -3.43406 3.04519 -0.45937 -0.1 0.0 0.1 0.078
H -2.87326 2.92009 -2.12777 -0.1 -0.1 -0.1 0.070
H -3.40636 4.48079 -1.49827 0.0 0.1 0.0 0.096
H 1.69024 4.35529 2.00783 0.0 -0.2 -0.2 0.151
H 3.10314 1.71249 1.40893 0.1 -0.1 -0.1 0.065
H 2.60534 2.24299 3.01673 0.0 0.0 0.2 0.091
H 3.82824 3.15979 2.13703 0.1 0.0 0.0 0.100
H 2.32984 2.90809 -0.60907 0.1 0.0 -0.1 0.072
H 3.12054 4.38489 -0.02487 0.1 0.0 0.0 0.100
H 1.41874 4.41819 -0.48597 0.0 0.1 -0.1 0.073
H -1.74916 -1.93411 2.42183 0.0 0.0 0.0 0.131
H -4.48976 -1.61331 3.74863 -0.1 0.0 0.0 0.093
H -3.07256 -0.60771 4.07843 0.0 0.2 0.1 0.078
H -3.05046 -2.32131 4.49013 0.0 -0.1 0.1 0.092
H -4.39376 -3.35211 1.86303 -0.1 0.0 0.0 0.093
H -2.99016 -4.06001 2.66213 0.1 -0.1 0.1 0.094
H -2.87316 -3.55471 0.97473 0.0 -0.1 -0.1 0.081
B 0.93614 -6.18441 -0.41257 0.5 -0.9 -0.1 -0.400
C 0.77454 -4.69181 -0.60077 -0.2 1.2 -0.3 -0.183
N 0.61154 -3.55061 -0.76897 0.8 1.5 0.3 -0.026
H 1.52294 -6.64361 -1.34807 0.0 0.2 -0.6 0.015
H 1.69124 -6.37941 0.49313 -0.1 0.2 0.6 0.019
H -0.14256 -6.67221 -0.32107 -0.4 -0.1 0.2 0.015
```
Positions in Å, forces in eV/Å.

Properties
E   -75316.8519 eV
HOMO (alpha / beta)   -10.477 / -10.705 eV
Kohn-Sham gap (alpha / beta)   5.31 / 6.34 eV
Charge   +1